Record 1
Formula: C2HN2PS
Source: the OMol25 dataset
Level of theory: the ωB97M-V functional and the def2-TZVPD basis

2S+1   1
Calculated total energy   -25192.431 eV
HOMO-LUMO gap   7.733 eV
ΔE to the lowest compared entry with this formula, charge and spin   94.6 kJ/mol

Each line ends with the natural charge from an NBO analysis.
CARTESIAN COORDINATES (ANGSTROEM)
C1 1.85805 -0.66059 -0.12200  0.179
C2 -1.11341 1.24807 0.02057  -0.153
N1 0.83069 -0.52139 -0.65690  -0.374
N2 -0.61859 2.18388 0.47162  -0.268
P1 -1.66034 -0.21221 -0.77114  0.736
S1 -2.14515 -1.17646 0.83958  -0.366
H1 2.84874 -0.86131 0.21826  0.246


Record 2
Formula: C61H48BrN3O6Pb
Source: the OMol25 dataset
Level of theory: the ωB97M-V functional and the def2-TZVPD basis

2S+1   1
Calculated total energy   -156081.464 eV
HOMO-LUMO gap   7.267 eV
ΔE to the lowest compared entry with this formula, charge and spin   120.2 kJ/mol

Each line ends with the Löwdin charge.
CARTESIAN COORDINATES (ANGSTROEM)
Pb1 0.24361 0.04942 0.34733  1.464
C1 -0.39025 -3.76308 -2.77133  -0.047
C2 -0.10372 -4.91837 -2.06683  -0.058
C3 0.15501 -4.83419 -0.70932  -0.011
C4 0.11937 -3.58908 -0.08697  -0.210
N1 -0.14885 -2.48247 -0.77515  0.057
C5 -0.39496 -2.56501 -2.07549  -0.120
C6 0.40405 -3.43975 1.37998  -0.186
C7 0.51612 -4.55937 2.19982  0.000
C8 0.81480 -4.37934 3.53678  -0.038
C9 0.99042 -3.10041 4.02770  0.001
C10 0.83859 -2.02412 3.15772  -0.181
N2 0.55133 -2.20817 1.86906  0.123
C11 1.01294 -0.61090 3.64274  -0.199
C12 1.37900 -0.32339 4.95121  0.000
C13 1.57581 0.99736 5.32633  -0.041
C14 1.38888 2.00345 4.39972  -0.035
C15 1.00152 1.64182 3.12046  -0.116
N3 0.82807 0.37621 2.76326  0.022
H1 -0.59811 -3.78022 -3.83191  0.109
H2 -0.06889 -5.87742 -2.56598  0.113
H3 0.40651 -5.72982 -0.16378  0.102
H4 -0.59027 -1.62552 -2.58481  0.105
H5 0.35886 -5.55434 1.81417  0.104
H6 0.90686 -5.23300 4.19507  0.113
H7 1.23010 -2.95402 5.06825  0.101
H8 1.52323 -1.10653 5.67870  0.101
H9 1.86914 1.23003 6.34128  0.113
H10 1.52060 3.04498 4.65190  0.116
H11 0.80954 2.38273 2.35144  0.115
C16 -4.04943 -0.27035 -2.88039  0.026
C17 -4.04531 1.15050 -2.33523  -0.581
C18 -5.10990 2.03053 -2.95501  0.022
O1 -2.78465 1.76406 -2.54872  -0.039
C19 -2.00840 1.52431 -1.38384  -0.209
C20 -3.04587 1.58487 -0.26382  -0.114
O2 -4.21683 1.09413 -0.93247  -0.012
C21 -2.79066 0.70866 1.01496  -0.397
O3 -1.82540 -0.27879 0.81741  -0.358
C22 -4.11955 0.01312 1.37667  -0.155
C23 -5.22548 0.75780 1.77679  -0.024
C24 -6.40754 0.13411 2.13089  -0.081
C25 -6.50258 -1.25372 2.09571  -0.106
C26 -5.40378 -1.99853 1.70260  -0.087
C27 -4.21643 -1.36694 1.34611  -0.025
C28 -2.43561 1.52804 2.27107  -0.143
C29 -2.33411 2.90870 2.34173  -0.031
C30 -2.10359 3.54556 3.55948  -0.078
C31 -1.98173 2.81146 4.72600  -0.108
C32 -2.07137 1.42364 4.66566  -0.089
C33 -2.28779 0.79706 3.45359  -0.034
C34 -0.79527 2.46920 -1.24675  -0.475
O4 -0.28350 2.25683 0.02135  -0.360
C35 0.27453 2.11018 -2.29707  -0.163
C36 0.02202 1.37814 -3.45152  -0.032
C37 1.05699 1.04318 -4.31992  -0.080
C38 2.35413 1.44439 -4.05179  -0.112
C39 2.61497 2.18206 -2.90090  -0.090
C40 1.58608 2.50566 -2.03337  -0.032
C41 -1.18450 3.94311 -1.43569  -0.119
C42 -0.97670 4.82603 -0.38408  -0.035
C43 -1.29675 6.17227 -0.51027  -0.083
C44 -1.82445 6.65449 -1.69696  -0.103
C45 -2.01437 5.78191 -2.76132  -0.082
C46 -1.69162 4.44024 -2.63463  -0.019
H12 -3.84567 -0.26459 -3.95197  0.089
H13 -5.01920 -0.73552 -2.70440  0.093
H14 -3.29489 -0.86475 -2.36335  0.080
H15 -4.97390 2.09027 -4.03536  0.089
H16 -5.03927 3.03138 -2.53189  0.093
H17 -6.09648 1.61940 -2.74450  0.091
H18 -1.62617 0.49192 -1.43350  0.108
H19 -3.22548 2.62877 0.00555  0.151
H20 -5.15935 1.83919 1.81250  0.126
H21 -7.25836 0.72924 2.43760  0.098
H22 -7.42571 -1.74451 2.37638  0.093
H23 -5.46612 -3.07968 1.67209  0.095
H24 -3.35054 -1.93458 1.03328  0.106
H25 -2.42206 3.51489 1.45239  0.088
H26 -2.03175 4.62621 3.58663  0.101
H27 -1.81995 3.31065 5.67319  0.097
H28 -1.98212 0.83136 5.56887  0.102
H29 -2.37351 -0.28179 3.40718  0.125
H30 -0.98892 1.06994 -3.68238  0.109
H31 0.84030 0.47176 -5.21437  0.099
H32 3.15703 1.19180 -4.73071  0.069
H33 3.62589 2.50852 -2.68642  0.099
H34 1.78016 3.06185 -1.12481  0.122
H35 -0.55529 4.43135 0.53050  0.101
H36 -1.13012 6.84471 0.32225  0.097
H37 -2.07689 7.70230 -1.79843  0.095
H38 -2.41299 6.15006 -3.69846  0.098
H39 -1.83192 3.77611 -3.47546  0.113
C47 3.48425 -1.63178 0.40041  -0.124
C48 3.55572 -2.64002 -0.24350  0.061
C49 3.56824 -3.83010 -1.04674  -0.235
C50 3.86251 -5.06583 -0.47025  -0.039
C51 3.84849 -6.21551 -1.24184  -0.083
C52 3.53857 -6.14385 -2.59372  -0.088
C53 3.25366 -4.91508 -3.17363  -0.084
C54 3.27067 -3.76084 -2.40746  -0.035
H40 4.10107 -5.11097 0.58496  0.116
H41 4.08150 -7.17042 -0.78892  0.103
H42 3.52676 -7.04320 -3.19585  0.102
H43 3.01827 -4.85398 -4.22771  0.107
H44 3.04475 -2.80035 -2.85282  0.118
Br1 5.87701 -0.17763 -3.88349  0.772
C55 6.21238 0.15922 -2.05310  -0.657
C56 7.51493 0.38275 -1.63508  -0.112
C57 7.76609 0.62876 -0.29425  -0.056
C58 6.72509 0.64123 0.61902  -0.004
C59 5.42944 0.38712 0.18550  -0.127
C60 5.15622 0.15966 -1.16008  -0.068
C61 4.35431 0.43137 1.21054  -0.363
O5 4.25457 1.22403 2.08989  0.177
O6 3.38173 -0.57771 1.17079  0.038
H45 8.32130 0.36916 -2.35439  0.103
H46 8.77913 0.81189 0.03603  0.111
H47 6.90520 0.84479 1.66526  0.125
H48 4.14659 -0.00230 -1.50956  0.108


Record 3
Formula: C23H27N6NdOS2
Source: the OMol25 dataset
Level of theory: the ωB97M-V functional and the def2-TZVPD basis

⟨S²⟩   3.75
Total charge   +2
2S+1   4
Calculated total energy   -72212.754 eV
HOMO-LUMO gap (alpha / beta)   7.730 / 7.997 eV
ΔE to the lowest compared entry with this formula, charge and spin   22.9 kJ/mol

Each line ends with the Mulliken spin population.
CARTESIAN COORDINATES (ANGSTROEM)
Nd1 -0.72003 0.94946 -1.54143  3.031
C1 -1.90143 -1.02344 -4.06018  -0.004
N1 -2.23005 0.06253 -3.13680  -0.002
C2 -3.37959 0.67815 -3.18875  -0.003
C3 -3.66603 1.76730 -2.34619  0.002
C4 -4.81913 2.54637 -2.30732  0.000
C5 -4.60225 3.53336 -1.34542  0.000
C6 -3.32392 3.31237 -0.84853  -0.002
N2 -2.72346 2.24731 -1.42690  -0.009
C7 -0.46477 -1.40264 -3.78548  0.001
C8 -0.08208 -2.70263 -3.49455  0.001
C9 1.25304 -3.00539 -3.23608  -0.002
C10 2.21577 -2.00806 -3.23748  0.001
C11 1.84759 -0.70061 -3.53458  -0.001
C12 0.51830 -0.40351 -3.81171  0.005
H1 -2.00964 -0.69219 -5.09683  0.000
H2 -2.55765 -1.88405 -3.91857  0.000
H3 -4.14991 0.36349 -3.89370  -0.001
H4 -5.70085 2.40354 -2.91339  0.000
H5 -5.27749 4.31753 -1.04513  0.000
H6 -2.82777 3.90091 -0.08809  0.000
H7 -0.82613 -3.49134 -3.49721  0.000
H8 1.53962 -4.03106 -3.04030  0.000
H9 3.25359 -2.24789 -3.04849  0.000
H10 2.59954 0.07676 -3.58969  0.000
H11 0.26271 0.58295 -4.20236  -0.003
C13 0.25247 3.81016 3.45065  0.000
C14 1.18589 3.12229 2.52754  0.000
N3 2.45586 2.95006 2.70248  0.000
N4 2.86986 2.27827 1.58315  0.000
C15 1.90059 2.01882 0.71707  -0.001
S1 2.02734 1.22024 -0.77951  -0.008
N5 0.80688 2.55600 1.31759  -0.002
N6 -0.46629 2.52022 0.74337  0.000
H12 0.80170 4.10272 4.34150  0.000
H13 -0.56917 3.15604 3.74641  0.000
H14 -0.16416 4.70800 2.99096  0.000
H15 3.84403 2.04393 1.46833  0.000
H16 -0.78465 3.47096 0.57537  0.001
H17 -1.10877 2.07895 1.39694  0.000
C16 3.37430 -2.00700 5.00018  0.000
C17 2.51523 -1.97042 3.76801  0.000
C18 1.15348 -1.66081 3.84811  0.000
C19 0.35418 -1.64886 2.72023  0.000
C20 0.93655 -1.94145 1.48977  0.000
C21 2.29053 -2.23330 1.37283  0.000
C22 3.06791 -2.25349 2.51921  0.000
S2 0.00067 -1.93712 0.01740  0.000
C23 -1.28772 -3.10816 0.37343  0.000
O1 -0.78396 -0.57899 0.01880  -0.002
H18 2.82044 -1.70877 5.88778  0.000
H19 4.23342 -1.34378 4.89152  0.000
H20 3.76201 -3.01310 5.16604  0.000
H21 0.71692 -1.43889 4.81397  0.000
H22 -0.70035 -1.41338 2.79847  0.000
H23 2.72995 -2.43774 0.40377  0.000
H24 4.12236 -2.49036 2.44345  0.000
H25 -1.86932 -2.73253 1.21424  0.000
H26 -0.80780 -4.05482 0.62058  0.000
H27 -1.90836 -3.21285 -0.51447  0.000